No. 1
33
Properties=species:S:1:pos:R:3:lowdin_spin:R:1 method="wB97M-V/def2-TZVPD" total_charge=-2 e_lumo_ev="4.0 / 4.0" homo_ev="-1.2 / -1.1" spin_multiplicity=2 relative_energy_kj_mol=0.00
Pt -0.67609 -0.15692 0.67396 0.587
S -0.49936 3.90713 -2.04298 0.006
Sb -1.81016 2.90070 -0.42450 0.000
S -0.24593 2.05022 1.26334 0.115
S -1.91770 0.57625 -1.21926 0.086
N 1.18109 0.29770 -2.20186 0.005
C 2.30040 0.22418 -1.47979 0.001
N 2.37873 0.10822 -0.19225 0.007
C 3.68934 0.05643 0.22909 0.000
C 4.11216 -0.00627 1.55535 0.000
C 5.46986 -0.04776 1.83924 0.000
C 6.42317 -0.02856 0.82148 0.000
C 6.02072 0.04757 -0.50767 0.000
C 4.66432 0.08927 -0.78713 0.000
S 3.87702 0.22590 -2.33130 0.000
H 0.26912 0.38607 -1.73912 0.006
H 1.21515 0.57109 -3.16627 0.000
H 3.37081 -0.00684 2.34399 0.000
H 5.79323 -0.08951 2.87321 0.000
H 7.47920 -0.06633 1.06201 0.000
H 6.75368 0.07421 -1.30540 0.000
F -2.08648 -1.07987 1.89680 0.151
Cl 0.93547 -1.56092 2.62368 0.010
C 0.85362 -2.53712 1.18876 0.000
C 0.11677 -2.01871 0.12954 0.018
C 0.02615 -2.83925 -0.98751 0.004
Cl -0.90032 -2.32505 -2.36252 0.002
C 0.63706 -4.09719 -1.04797 0.001
Cl 0.50602 -5.08414 -2.46689 0.001
C 1.37271 -4.56633 0.03478 -0.002
Cl 2.09558 -6.14095 -0.00281 -0.001
C 1.49315 -3.76763 1.16679 0.000
Cl 2.44207 -4.30367 2.51321 0.001



No. 2
26
Properties=species:S:1:pos:R:3:nbo_charge:R:1 method="wB97M-V/def2-TZVPD" e_lumo_ev=-1.2 homo_ev=-7.6 spin_multiplicity=1 relative_energy_kj_mol=0.00
Y -0.38134 -0.74323 -2.51427 1.706
I 2.69848 -1.01637 -2.22558 0.228
C 2.67440 -0.98301 -0.12952 -0.080
C 3.86042 -1.02113 0.53584 -0.254
C 3.84248 -0.98366 1.94688 -0.208
C 2.65511 -0.90925 2.61578 -0.190
C 1.42209 -0.87043 1.91888 0.029
C 0.18227 -0.79049 2.60551 -0.205
C -0.98981 -0.75522 1.91215 -0.202
C -0.97325 -0.79901 0.49512 -0.226
C 0.19280 -0.87378 -0.23785 -0.562
C 1.40868 -0.90882 0.50306 -0.143
H 4.80084 -1.07548 0.00391 0.228
H 4.77956 -1.01260 2.48683 0.223
H 2.63966 -0.87667 3.69874 0.217
H 0.19203 -0.75693 3.68859 0.214
H -1.93436 -0.69028 2.43757 0.220
H -1.94192 -0.76901 -0.00531 0.216
O -5.12546 3.99604 -1.75041 -0.557
C -4.30509 3.16376 -2.01929 0.192
S -2.58622 3.51127 -2.26924 0.346
C -2.08765 1.87302 -2.65223 -0.401
C -3.04311 0.91866 -2.61170 -0.399
S -2.90786 -0.78529 -3.06376 -0.386
S -4.66794 1.43839 -2.20423 0.344
S -0.40479 1.71951 -3.16545 -0.350



No. 3
33
Properties=species:S:1:pos:R:3:nbo_charge:R:1 method="wB97M-V/def2-TZVPD" total_charge=+1 e_lumo_ev=-5.5 homo_ev=-11.8 spin_multiplicity=1 relative_energy_kj_mol=3.65
W 0.16348 0.13726 1.05456 1.071
O -3.09140 1.80978 -0.78287 -0.470
C -2.02854 1.31078 -0.60615 0.758
O -1.42040 1.22262 0.60824 -0.725
C -1.11712 0.79410 -1.67260 0.111
C -1.23090 0.95719 -3.03825 -0.168
C -0.13054 0.61557 -3.81917 -0.110
C 1.07091 0.23371 -3.21915 -0.168
C 1.08779 0.11710 -1.84753 0.103
N -0.01817 0.29703 -1.14174 -0.486
C 2.26457 0.01705 -0.92682 0.766
O 3.33128 -0.41818 -1.18619 -0.446
O 1.90721 0.53478 0.31058 -0.724
H -2.13405 1.37669 -3.45922 0.268
H -0.18391 0.71647 -4.89483 0.252
H 1.97509 0.07160 -3.78925 0.267
S 0.75822 -2.20170 0.66397 -0.176
As -0.08293 -0.12673 3.56599 0.583
S 1.97715 -2.57772 2.30223 0.093
S 0.39975 1.81546 2.74296 -0.216
S 2.05119 -0.65640 2.98108 -0.009
Br -5.09147 -1.24797 -0.90314 0.106
C -4.94842 -0.40917 0.77889 -0.118
C -6.01053 0.37525 1.20645 -0.201
C -5.96455 0.99264 2.44679 -0.166
C -4.86936 0.82104 3.27929 -0.209
C -3.80697 0.03504 2.86220 -0.156
C -3.84789 -0.56152 1.61203 -0.266
I -2.21134 -1.68761 1.03774 0.515
H -6.87115 0.49728 0.56381 0.243
H -6.79704 1.60509 2.76547 0.237
H -4.84134 1.29008 4.25332 0.235
H -2.96152 -0.12219 3.51703 0.206



What did the third record say?
33
Properties=species:S:1:pos:R:3:nbo_charge:R:1 method="wB97M-V/def2-TZVPD" total_charge=+1 e_lumo_ev=-5.5 homo_ev=-11.8 spin_multiplicity=1 relative_energy_kj_mol=3.65
W 0.16348 0.13726 1.05456 1.071
O -3.09140 1.80978 -0.78287 -0.470
C -2.02854 1.31078 -0.60615 0.758
O -1.42040 1.22262 0.60824 -0.725
C -1.11712 0.79410 -1.67260 0.111
C -1.23090 0.95719 -3.03825 -0.168
C -0.13054 0.61557 -3.81917 -0.110
C 1.07091 0.23371 -3.21915 -0.168
C 1.08779 0.11710 -1.84753 0.103
N -0.01817 0.29703 -1.14174 -0.486
C 2.26457 0.01705 -0.92682 0.766
O 3.33128 -0.41818 -1.18619 -0.446
O 1.90721 0.53478 0.31058 -0.724
H -2.13405 1.37669 -3.45922 0.268
H -0.18391 0.71647 -4.89483 0.252
H 1.97509 0.07160 -3.78925 0.267
S 0.75822 -2.20170 0.66397 -0.176
As -0.08293 -0.12673 3.56599 0.583
S 1.97715 -2.57772 2.30223 0.093
S 0.39975 1.81546 2.74296 -0.216
S 2.05119 -0.65640 2.98108 -0.009
Br -5.09147 -1.24797 -0.90314 0.106
C -4.94842 -0.40917 0.77889 -0.118
C -6.01053 0.37525 1.20645 -0.201
C -5.96455 0.99264 2.44679 -0.166
C -4.86936 0.82104 3.27929 -0.209
C -3.80697 0.03504 2.86220 -0.156
C -3.84789 -0.56152 1.61203 -0.266
I -2.21134 -1.68761 1.03774 0.515
H -6.87115 0.49728 0.56381 0.243
H -6.79704 1.60509 2.76547 0.237
H -4.84134 1.29008 4.25332 0.235
H -2.96152 -0.12219 3.51703 0.206



Please write out number 1 again, unchanged.
33
Properties=species:S:1:pos:R:3:lowdin_spin:R:1 method="wB97M-V/def2-TZVPD" total_charge=-2 e_lumo_ev="4.0 / 4.0" homo_ev="-1.2 / -1.1" spin_multiplicity=2 relative_energy_kj_mol=0.00
Pt -0.67609 -0.15692 0.67396 0.587
S -0.49936 3.90713 -2.04298 0.006
Sb -1.81016 2.90070 -0.42450 0.000
S -0.24593 2.05022 1.26334 0.115
S -1.91770 0.57625 -1.21926 0.086
N 1.18109 0.29770 -2.20186 0.005
C 2.30040 0.22418 -1.47979 0.001
N 2.37873 0.10822 -0.19225 0.007
C 3.68934 0.05643 0.22909 0.000
C 4.11216 -0.00627 1.55535 0.000
C 5.46986 -0.04776 1.83924 0.000
C 6.42317 -0.02856 0.82148 0.000
C 6.02072 0.04757 -0.50767 0.000
C 4.66432 0.08927 -0.78713 0.000
S 3.87702 0.22590 -2.33130 0.000
H 0.26912 0.38607 -1.73912 0.006
H 1.21515 0.57109 -3.16627 0.000
H 3.37081 -0.00684 2.34399 0.000
H 5.79323 -0.08951 2.87321 0.000
H 7.47920 -0.06633 1.06201 0.000
H 6.75368 0.07421 -1.30540 0.000
F -2.08648 -1.07987 1.89680 0.151
Cl 0.93547 -1.56092 2.62368 0.010
C 0.85362 -2.53712 1.18876 0.000
C 0.11677 -2.01871 0.12954 0.018
C 0.02615 -2.83925 -0.98751 0.004
Cl -0.90032 -2.32505 -2.36252 0.002
C 0.63706 -4.09719 -1.04797 0.001
Cl 0.50602 -5.08414 -2.46689 0.001
C 1.37271 -4.56633 0.03478 -0.002
Cl 2.09558 -6.14095 -0.00281 -0.001
C 1.49315 -3.76763 1.16679 0.000
Cl 2.44207 -4.30367 2.51321 0.001